No. 1
DFT (ωB97M-V/def2-TZVPD) results for a 11-piece molecular cluster, C37H104N8O13 overall at a distorted geometry.

Calculated values
E (a.u.): -2887.95425
Energy above the lowest of the compared OMol25 structures with the same formula, charge and spin (kcal/mol): 0.00
HOMO level (eV): -8.889
Kohn-Sham gap (eV): 9.25

The geometry in ORCA input format:
```
! wB97M-V def2-TZVPD RIJCOSX def2/J DEFGRID3
* xyz 0 1
C 3.83 0.64 -6.51
O 3.25 0.32 -5.27
H 3.18 1.39 -6.96
H 4.81 1.12 -6.45
H 3.91 -0.14 -7.26
H 2.56 -0.32 -5.44
C 4.62 -4.17 -3.60
C 4.67 -5.67 -3.65
C 5.11 -6.23 -4.98
O 4.26 -5.69 -5.95
C 4.81 -5.84 -7.27
N 5.54 -6.09 -2.55
H 4.21 -3.71 -4.51
H 5.66 -3.86 -3.57
H 4.14 -3.86 -2.67
H 3.69 -6.06 -3.38
H 5.14 -7.31 -5.10
H 6.12 -5.83 -5.07
H 4.85 -6.91 -7.46
H 5.78 -5.36 -7.36
H 4.16 -5.34 -7.99
H 5.06 -5.94 -1.68
H 5.66 -7.09 -2.64
C -0.92 -0.71 0.55
C 0.27 0.19 0.56
C 1.02 0.31 -0.80
O 1.78 -0.86 -1.21
C 2.16 -0.92 -2.60
N -0.14 1.52 1.07
H -1.23 -0.96 1.57
H -0.74 -1.64 0.00
H -1.85 -0.39 0.09
H 1.07 -0.18 1.20
H 1.68 1.18 -0.73
H 0.29 0.57 -1.56
H 1.30 -0.70 -3.23
H 2.66 -1.85 -2.86
H 2.96 -0.18 -2.69
H -0.97 1.75 0.53
H 0.52 2.25 0.84
C -0.39 3.94 4.10
C -0.02 3.39 5.51
C 0.18 4.48 6.56
O 1.17 5.44 6.32
C 2.57 4.99 6.28
N -1.12 2.50 5.88
H -1.31 4.52 4.10
H -0.49 3.18 3.33
H 0.41 4.62 3.79
H 0.93 2.86 5.40
H 0.40 4.11 7.56
H -0.75 4.99 6.80
H 2.97 4.41 7.11
H 3.15 5.87 6.02
H 2.67 4.22 5.51
H -1.41 1.83 5.18
H -1.96 3.05 6.04
C -1.35 2.49 -3.64
C -1.67 2.71 -5.14
C -0.50 2.63 -6.26
O 0.39 3.76 -6.28
C 1.52 3.65 -5.37
N -2.67 1.63 -5.40
H -2.12 2.87 -2.96
H -0.56 3.18 -3.36
H -1.06 1.47 -3.38
H -2.23 3.64 -5.26
H -1.02 2.43 -7.19
H 0.13 1.76 -6.09
H 1.23 3.59 -4.32
H 2.05 4.59 -5.45
H 2.19 2.81 -5.55
H -3.26 1.49 -4.59
H -3.35 2.02 -6.03
C -1.48 -2.07 -3.27
C -2.90 -1.95 -3.77
C -3.90 -3.04 -3.26
O -3.53 -4.27 -3.89
C -4.36 -5.32 -3.55
N -3.29 -0.53 -3.48
H -1.17 -3.05 -3.63
H -1.47 -2.13 -2.19
H -0.82 -1.38 -3.79
H -2.91 -2.17 -4.84
H -4.91 -2.76 -3.55
H -3.75 -3.09 -2.18
H -5.34 -5.13 -3.98
H -4.53 -5.45 -2.48
H -3.94 -6.25 -3.95
H -2.64 -0.06 -4.09
H -4.18 -0.46 -3.94
C 3.62 1.95 1.93
C 3.97 3.25 1.24
C 2.68 4.17 1.05
O 1.76 3.67 0.10
C 2.04 3.87 -1.29
N 4.93 4.07 1.93
H 2.69 1.58 1.49
H 3.47 2.17 2.99
H 4.45 1.25 1.89
H 4.38 3.03 0.25
H 2.97 5.21 0.91
H 2.13 4.19 1.99
H 1.19 3.60 -1.91
H 2.80 3.17 -1.65
H 2.37 4.89 -1.48
H 4.55 4.33 2.83
H 5.76 3.52 2.11
C -3.72 2.02 2.68
C -4.55 3.11 1.99
C -3.69 4.04 1.13
O -4.48 4.83 0.30
C -3.72 5.66 -0.62
N -5.51 2.32 1.16
H -4.36 1.39 3.29
H -3.06 2.59 3.33
H -3.14 1.40 1.99
H -5.09 3.74 2.69
H -3.06 3.36 0.55
H -3.07 4.63 1.81
H -3.24 6.50 -0.13
H -4.37 6.15 -1.35
H -2.93 5.07 -1.08
H -5.56 2.99 0.40
H -5.03 1.56 0.70
C -5.37 -2.51 3.60
C -4.07 -2.32 4.37
C -2.93 -3.09 3.70
O -1.69 -3.06 4.47
C -1.71 -3.89 5.59
N -3.79 -0.92 4.55
H -5.75 -3.53 3.52
H -5.28 -1.96 2.67
H -6.16 -2.11 4.24
H -4.27 -2.78 5.34
H -2.78 -2.67 2.70
H -3.23 -4.13 3.59
H -0.74 -3.88 6.08
H -1.94 -4.90 5.24
H -2.43 -3.48 6.29
H -2.78 -0.93 4.65
H -4.04 -0.40 3.72
C 0.12 -0.31 4.28
C -0.08 -0.69 5.76
O 0.38 0.30 6.65
O -0.82 0.63 3.73
H 0.31 -1.15 3.61
H 1.11 0.12 4.10
H 0.43 -1.63 5.97
H -1.15 -0.82 5.91
H -0.15 1.08 6.43
H -0.50 0.97 2.89
C 2.54 -4.39 2.09
C 1.29 -4.62 1.20
O 0.26 -5.13 2.05
O 2.29 -3.58 3.16
H 3.39 -4.08 1.48
H 2.91 -5.33 2.49
H 1.45 -5.23 0.31
H 1.02 -3.62 0.84
H 0.27 -4.57 2.83
H 2.24 -4.07 3.98
*
```

=====

No. 2
DFT (ωB97M-V/def2-TZVPD) results for C47H42ClO4S5Tl as an isolated structure.

Calculated values
E (a.u.): -4740.82337
HOMO level (eV): -7.999
Kohn-Sham gap (eV): 7.90

The geometry in ORCA input format:
```
! wB97M-V def2-TZVPD RIJCOSX def2/J DEFGRID3
* xyz 0 1
Tl -0.43 -0.65 2.09
C -3.00 -2.58 4.92
C -3.04 -3.51 3.72
S -3.03 -2.77 2.06
C -4.53 -1.75 1.98
C -4.57 -0.44 2.77
S -3.14 0.66 2.46
C -2.65 1.22 4.12
C -2.56 0.20 5.24
S -1.64 -1.34 4.89
H -2.84 -3.18 5.82
H -3.94 -2.05 5.03
H -3.93 -4.15 3.79
H -2.16 -4.15 3.70
H -5.38 -2.37 2.24
H -4.58 -1.51 0.91
H -4.65 -0.60 3.84
H -5.46 0.10 2.44
H -3.32 2.02 4.42
H -1.65 1.63 3.94
H -3.54 -0.10 5.61
H -2.02 0.67 6.06
C 1.85 7.29 -2.40
C 1.24 6.03 -1.86
C 0.22 5.37 -2.54
C -0.34 4.21 -2.02
C 0.13 3.71 -0.82
C 1.14 4.34 -0.13
C 1.70 5.50 -0.65
S -0.62 2.16 -0.26
O -0.69 2.13 1.22
C 0.83 1.13 -0.64
C 1.85 1.04 0.34
C 2.90 0.20 0.14
C 2.97 -0.61 -1.01
C 4.03 -1.54 -1.20
C 4.06 -2.35 -2.29
C 3.03 -2.28 -3.26
C 2.01 -1.38 -3.12
C 1.95 -0.53 -2.00
C 0.87 0.38 -1.80
C -0.20 0.53 -2.83
C 0.10 1.24 -4.03
C 1.36 1.85 -4.24
C 1.59 2.60 -5.36
C 0.57 2.77 -6.33
C -0.65 2.19 -6.15
C -0.93 1.43 -4.99
C -2.22 0.90 -4.74
C -2.49 0.26 -3.57
C -1.48 0.08 -2.61
S -1.99 -0.57 -0.98
O -3.46 -0.39 -0.95
C -1.71 -2.32 -1.33
C -2.75 -3.08 -1.82
C -2.57 -4.44 -2.02
C -1.35 -5.04 -1.72
C -1.15 -6.52 -1.94
C -0.32 -4.26 -1.22
C -0.49 -2.90 -1.01
H 1.23 7.72 -3.19
H 2.84 7.09 -2.82
H 1.97 8.03 -1.61
H -0.14 5.77 -3.48
H -1.15 3.71 -2.54
H 1.48 3.95 0.82
H 2.50 6.00 -0.12
H 1.77 1.65 1.23
H 3.69 0.13 0.88
H 4.80 -1.59 -0.44
H 4.87 -3.05 -2.43
H 3.06 -2.94 -4.12
H 1.22 -1.33 -3.86
H 2.14 1.73 -3.50
H 2.55 3.08 -5.50
H 0.77 3.36 -7.21
H -1.44 2.33 -6.88
H -2.99 1.03 -5.49
H -3.49 -0.10 -3.34
H -3.71 -2.60 -2.03
H -3.38 -5.04 -2.40
H -2.10 -7.04 -2.01
H -0.57 -6.96 -1.12
H -0.60 -6.69 -2.86
H 0.63 -4.72 -0.98
H 0.31 -2.30 -0.61
Cl 6.23 -2.55 4.83
C 4.84 -1.52 4.77
C 4.91 -0.24 5.29
C 3.79 0.58 5.22
C 2.61 0.13 4.65
C 2.56 -1.16 4.15
C 3.67 -2.00 4.21
C 1.40 1.08 4.58
O 1.55 2.22 5.00
O 0.33 0.59 4.07
H 5.83 0.11 5.74
H 3.82 1.59 5.61
H 1.64 -1.54 3.74
H 3.63 -3.00 3.81
*
```